No. 1
The following is a DFT calculation (the ωB97M-V functional and the def2-TZVPD basis) of a 6-piece molecular cluster, C16H41Cl3O15S5 overall.

Values from the calculation:
E_HOMO (eV): -10.82
Molar mass (g mol⁻¹): 740.2
Max |F| (eV Å⁻¹): 4.25
Structure (SMILES): CCOS(C)(=O)=O.CCOS(C)(=O)=O.CCOS(C)(=O)=O.CCOS(C)(=O)=O.CCOS(C)(=O)=O.ClC(Cl)Cl
HOMO-LUMO gap (eV): 11.2068

CARTESIAN COORDINATES (ANGSTROEM)
C -1.42 3.07 0.97
Cl -1.70 2.46 -0.63
Cl -2.20 2.10 2.16
Cl -1.99 4.76 0.99
H -0.36 2.97 1.17
O 3.43 4.27 -0.90
S 2.70 3.15 -1.36
O 1.89 2.34 -0.52
O 1.74 3.60 -2.55
C 0.61 4.49 -2.13
C 0.96 5.89 -2.45
C 3.74 2.04 -2.17
H 0.42 4.25 -1.12
H -0.26 4.13 -2.69
H 1.74 6.23 -1.70
H 0.16 6.59 -2.40
H 1.45 5.82 -3.48
H 3.19 1.19 -2.58
H 4.36 1.58 -1.44
H 4.40 2.53 -2.86
O 1.28 -1.91 3.02
S 0.51 -3.00 3.47
O -0.88 -3.18 3.25
O 1.27 -4.26 2.97
C 0.59 -5.53 2.98
C 1.59 -6.57 2.44
C 0.85 -3.08 5.21
H -0.40 -5.42 2.47
H 0.28 -5.68 4.05
H 1.93 -6.23 1.45
H 1.06 -7.46 2.35
H 2.39 -6.74 3.17
H 0.96 -2.07 5.57
H 1.79 -3.56 5.43
H -0.02 -3.45 5.65
O 6.19 -1.78 5.56
S 5.50 -2.15 4.42
O 4.39 -3.03 4.52
O 5.06 -0.73 3.89
C 4.11 -0.42 2.78
C 4.10 1.09 2.60
C 6.56 -2.75 3.13
H 3.26 -1.00 3.07
H 4.54 -0.94 1.91
H 3.53 1.57 3.33
H 3.45 1.23 1.69
H 5.02 1.52 2.39
H 5.90 -3.20 2.36
H 7.24 -3.55 3.54
H 7.11 -1.93 2.73
O -3.08 7.51 -2.33
S -3.61 6.56 -3.28
O -4.84 6.85 -3.96
O -2.43 6.18 -4.34
C -1.86 7.24 -5.02
C -0.92 6.52 -5.95
C -3.70 4.98 -2.58
H -1.31 7.89 -4.41
H -2.60 7.82 -5.52
H -1.60 5.87 -6.57
H -0.09 5.91 -5.47
H -0.60 7.32 -6.62
H -3.89 4.26 -3.35
H -4.49 4.97 -1.83
H -2.84 4.60 -2.02
O -3.39 -3.98 -2.44
S -3.59 -5.06 -1.55
O -2.80 -5.26 -0.36
O -5.14 -4.91 -1.07
C -5.69 -5.66 0.02
C -6.91 -4.91 0.61
C -3.52 -6.56 -2.41
H -4.92 -5.89 0.76
H -6.09 -6.64 -0.44
H -7.37 -5.58 1.34
H -7.63 -4.72 -0.21
H -6.63 -4.00 1.07
H -3.54 -7.33 -1.63
H -2.63 -6.54 -3.01
H -4.31 -6.71 -3.11

Just the Mulliken charges please, in e? Sure, here they are:
1 C 0.28
2 Cl -0.13
3 Cl -0.13
4 Cl -0.13
5 H 0.12
6 O -0.66
7 S 1.26
8 O -0.56
9 O -0.36
10 C 0.08
11 C -1.05
12 C -1.05
13 H 0.12
14 H 0.28
15 H 0.29
16 H 0.32
17 H 0.24
18 H 0.33
19 H 0.39
20 H 0.36
21 O -0.59
22 S 1.17
23 O -0.66
24 O -0.20
25 C -0.23
26 C -1.21
27 C -1.19
28 H 0.32
29 H 0.29
30 H 0.29
31 H 0.43
32 H 0.30
33 H 0.40
34 H 0.33
35 H 0.48
36 O -0.61
37 S 1.10
38 O -0.53
39 O -0.32
40 C 0.37
41 C -1.15
42 C -0.93
43 H -0.04
44 H 0.21
45 H 0.39
46 H 0.21
47 H 0.40
48 H 0.29
49 H 0.35
50 H 0.34
51 O -0.64
52 S 1.15
53 O -0.63
54 O -0.16
55 C -0.50
56 C -1.02
57 C -0.61
58 H 0.37
59 H 0.47
60 H 0.29
61 H 0.16
62 H 0.40
63 H 0.35
64 H 0.43
65 H -0.06
66 O -0.62
67 S 1.17
68 O -0.58
69 O -0.30
70 C -0.15
71 C -1.19
72 C -0.95
73 H 0.35
74 H 0.23
75 H 0.37
76 H 0.29
77 H 0.34
78 H 0.31
79 H 0.37
80 H 0.35



No. 2
The following is a DFT calculation (the ωB97M-V functional and the def2-TZVPD basis) of C25H41BeBrCl5FLiN5O7 as an isolated structure.

Values from the calculation:
E_HOMO (eV): -5.75
Molar mass (g mol⁻¹): 815.8
Max |F| (eV Å⁻¹): 3.29
HOMO-LUMO gap (eV): 1.3911

CARTESIAN COORDINATES (ANGSTROEM)
C -3.11 -3.98 -3.66
C -2.98 -3.34 -2.25
O -2.44 -2.02 -2.22
C -1.18 -1.92 -2.84
C -0.21 -0.93 -2.11
N -0.81 -0.17 -1.02
C -0.36 -0.10 0.28
C 0.82 -0.74 0.96
C 1.09 0.12 2.25
C 2.13 -0.78 0.11
C 3.45 -0.75 0.94
N -1.19 0.74 0.88
N -2.11 1.18 0.07
N -1.84 0.62 -1.07
C -2.72 0.99 -2.22
O -4.01 1.20 -1.79
C -4.75 -0.02 -1.67
H -4.18 -4.13 -3.89
H -2.71 -3.36 -4.48
H -2.68 -4.99 -3.64
H -4.00 -3.26 -1.84
H -2.43 -3.99 -1.54
H -0.71 -2.92 -2.81
H -1.26 -1.66 -3.91
H 0.12 -0.19 -2.86
H 0.68 -1.49 -1.81
H 0.57 -1.75 1.34
H 1.66 1.02 1.99
H 0.16 0.36 2.79
H 1.70 -0.46 2.97
H 2.13 -1.74 -0.44
H 2.11 0.05 -0.62
H 4.19 -1.36 0.38
H 3.38 -1.20 1.94
H 3.85 0.32 0.92
H -2.35 2.03 -2.61
H -2.66 0.30 -3.07
H -4.20 -0.75 -1.06
H -5.66 0.23 -1.09
H -5.03 -0.45 -2.65
C -4.98 0.33 1.96
C -5.12 1.69 2.60
O -6.18 1.66 3.48
O -6.20 0.00 1.30
H -4.17 0.31 1.23
H -4.79 -0.44 2.72
H -5.34 2.45 1.84
H -4.17 1.99 3.15
H -5.94 1.10 4.24
H -6.93 0.35 1.86
N 7.90 -1.22 2.87
C 6.68 -0.83 3.35
C 6.13 -1.88 4.05
C 7.07 -2.94 3.98
C 8.14 -2.50 3.25
H 8.51 -0.64 2.31
H 6.30 0.17 3.16
H 5.18 -1.89 4.55
H 6.96 -3.92 4.42
H 9.06 -2.99 2.97
C 1.10 -0.60 6.22
Cl 1.49 -1.43 7.74
Cl -0.33 -1.36 5.49
Cl 0.77 1.10 6.53
Cl 2.47 -0.73 5.11
C 2.17 2.14 -6.06
C 1.44 1.77 -7.18
C 0.10 1.43 -7.04
C -0.51 1.47 -5.80
C 0.23 1.85 -4.68
C 1.57 2.18 -4.81
H 3.22 2.41 -6.17
H 1.91 1.75 -8.15
H -0.48 1.13 -7.91
H -1.55 1.21 -5.69
H -0.25 1.88 -3.71
H 2.15 2.47 -3.94
Br -3.07 3.53 -3.51
Be 5.34 0.32 1.87
C 2.94 3.04 3.76
O 2.34 3.90 3.09
O 3.26 3.47 5.04
O 3.28 1.88 3.46
H 2.88 4.35 4.93
Cl -2.23 1.78 3.49
Li -2.66 6.13 -2.89
F -8.19 1.38 2.87

Just the Mulliken charges please, in e? Sure, here they are:
1 C -1.04
2 C -0.42
3 O -0.16
4 C -1.03
5 C 0.38
6 N 0.27
7 C -0.29
8 C 0.89
9 C -0.32
10 C -0.51
11 C -1.50
12 N 0.20
13 N -1.16
14 N 1.30
15 C -0.54
16 O -0.37
17 C -0.51
18 H 0.33
19 H 0.31
20 H 0.31
21 H 0.34
22 H 0.40
23 H 0.55
24 H 0.37
25 H -0.42
26 H 0.12
27 H 0.28
28 H 0.35
29 H 0.21
30 H -0.65
31 H 0.41
32 H 0.26
33 H 0.33
34 H 0.43
35 H 0.59
36 H 0.07
37 H 0.50
38 H 0.06
39 H 0.33
40 H 0.30
41 C 0.37
42 C -0.01
43 O -0.31
44 O -0.53
45 H -0.32
46 H 0.27
47 H 0.29
48 H -0.06
49 H 0.34
50 H 0.43
51 N -0.02
52 C -0.33
53 C 0.27
54 C -0.82
55 C -0.36
56 H 0.21
57 H 0.29
58 H 0.41
59 H 0.40
60 H 0.40
61 C 0.25
62 Cl -0.13
63 Cl -0.10
64 Cl -0.05
65 Cl -0.04
66 C -0.41
67 C -0.39
68 C -0.59
69 C -0.13
70 C -0.20
71 C -0.54
72 H 0.37
73 H 0.37
74 H 0.38
75 H 0.45
76 H 0.34
77 H 0.41
78 Br -0.84
79 Be -0.07
80 C 0.49
81 O -0.73
82 O -0.49
83 O -0.39
84 H 0.29
85 Cl -0.45
86 Li 0.90
87 F -0.60



No. 3
The following is a DFT calculation (the ωB97M-V functional and the def2-TZVPD basis) of C43H43BIMnN9O2S2Si as an isolated structure.

Values from the calculation:
Multiplicity: 6
E_HOMO (alpha / beta) (eV): -2.17 / -2.53
Expectation value of S²: 8.99
Molar mass (g mol⁻¹): 1002.8
Max |F| (eV Å⁻¹): 1.22
HOMO-LUMO gap (alpha / beta) (eV): 4.8936 / 6.3648
Charge: -2
ΔE to the lowest compared entry with this formula, charge and spin (kJ/mol): 30.8

CARTESIAN COORDINATES (ANGSTROEM)
Mn -0.99 0.38 0.41
C -0.14 -2.07 -2.47
C -0.95 -0.88 -2.85
C -1.61 -0.62 -4.07
C -2.26 0.58 -3.90
C -3.12 1.34 -4.86
N -1.97 1.00 -2.66
N -1.18 0.12 -2.01
B -2.49 2.22 -1.87
N -1.26 3.00 -1.37
N -0.42 2.45 -0.46
C 0.61 3.28 -0.33
C 1.78 3.01 0.56
C 0.41 4.40 -1.16
C -0.79 4.18 -1.81
C -1.48 5.02 -2.83
N -3.35 1.77 -0.67
N -2.82 1.36 0.53
C -3.84 1.26 1.39
C -3.73 0.88 2.83
C -5.02 1.62 0.74
C -4.67 1.93 -0.55
C -5.56 2.32 -1.69
H -0.38 -2.91 -3.13
H 0.93 -1.87 -2.54
H -0.36 -2.36 -1.44
H -1.62 -1.25 -4.96
H -3.10 0.84 -5.82
H -4.16 1.39 -4.52
H -2.77 2.37 -4.98
H -3.15 2.91 -2.59
H 1.87 1.95 0.76
H 2.70 3.38 0.10
H 1.66 3.50 1.53
H 1.07 5.25 -1.29
H -0.93 5.95 -2.96
H -1.53 4.50 -3.80
H -2.50 5.25 -2.53
H -2.87 1.35 3.29
H -4.65 1.17 3.35
H -3.60 -0.20 2.94
H -6.02 1.62 1.15
H -6.59 2.32 -1.35
H -5.31 3.31 -2.08
H -5.48 1.59 -2.50
S -0.14 1.62 2.81
C 0.17 0.32 3.87
C 0.92 0.52 5.05
C 1.25 -0.51 5.91
C 2.00 -0.22 7.11
N 2.59 0.01 8.07
C 0.84 -1.82 5.61
C 0.11 -2.05 4.45
C -0.26 -1.01 3.59
S -1.25 -1.38 2.21
C 1.19 -2.93 6.47
N 1.45 -3.82 7.15
H 1.25 1.53 5.28
H -0.20 -3.06 4.21
N -3.24 -3.41 0.30
C -3.24 -2.29 -0.51
O -2.59 -1.29 -0.18
C -3.98 -2.39 -1.74
I -6.79 -1.89 -1.08
H -2.88 -3.22 1.23
H -4.09 -3.95 0.28
H -4.30 -3.36 -2.10
H -3.92 -1.58 -2.45
O 0.79 -0.22 0.21
Si 2.29 -0.72 0.02
C 3.40 -0.33 1.50
C 4.67 0.25 1.41
C 5.49 0.38 2.53
C 5.05 -0.07 3.77
C 3.78 -0.64 3.88
C 2.97 -0.77 2.76
C 3.04 0.03 -1.54
C 4.36 -0.20 -1.98
C 4.83 0.33 -3.18
C 3.99 1.11 -3.97
C 2.68 1.35 -3.55
C 2.22 0.82 -2.36
C 2.38 -2.62 -0.11
C 1.41 -3.37 0.57
C 1.41 -4.76 0.52
C 2.39 -5.43 -0.21
C 3.36 -4.71 -0.88
C 3.36 -3.31 -0.83
H 5.02 0.65 0.46
H 6.47 0.82 2.43
H 5.68 0.02 4.64
H 3.42 -0.98 4.85
H 1.98 -1.21 2.86
H 5.03 -0.80 -1.38
H 5.84 0.13 -3.50
H 4.35 1.51 -4.91
H 2.02 1.96 -4.17
H 1.20 1.01 -2.04
H 0.63 -2.85 1.12
H 0.64 -5.31 1.04
H 2.38 -6.51 -0.26
H 4.13 -5.22 -1.45
H 4.12 -2.77 -1.38

Mulliken population analysis, charges in e, atoms 1 to 99:
1 Mn 0.19
2 C -0.68
3 C 0.27
4 C -2.03
5 C 1.19
6 C -1.42
7 N 0.57
8 N 1.86
9 B -1.86
10 N 0.23
11 N 0.77
12 C 0.62
13 C -1.36
14 C -1.88
15 C 1.29
16 C -1.50
17 N 1.30
18 N 0.39
19 C 0.71
20 C -1.41
21 C -1.42
22 C 0.73
23 C -1.29
24 H 0.46
25 H -0.01
26 H -0.18
27 H 0.42
28 H 0.41
29 H 0.18
30 H 0.19
31 H -0.16
32 H -0.06
33 H 0.29
34 H 0.40
35 H 0.41
36 H 0.38
37 H 0.19
38 H 0.26
39 H 0.16
40 H 0.43
41 H 0.18
42 H 0.40
43 H 0.38
44 H 0.24
45 H 0.11
46 S -0.49
47 C 0.93
48 C -0.54
49 C 0.11
50 C -0.05
51 N -0.66
52 C 0.51
53 C -0.57
54 C -0.66
55 S -0.33
56 C -0.09
57 N -0.67
58 H 0.46
59 H 0.47
60 N -0.46
61 C 0.79
62 O 0.86
63 C -2.24
64 I -0.67
65 H 0.10
66 H 0.28
67 H 0.37
68 H 0.45
69 O 1.42
70 Si -1.63
71 C 1.17
72 C -0.44
73 C -0.72
74 C -0.84
75 C -0.67
76 C -0.56
77 C 1.61
78 C -0.64
79 C -1.15
80 C -0.72
81 C -0.96
82 C 0.33
83 C 1.10
84 C 0.13
85 C -0.92
86 C -0.55
87 C -0.75
88 C -0.61
89 H 0.37
90 H 0.39
91 H 0.40
92 H 0.45
93 H 0.42
94 H 0.39
95 H 0.39
96 H 0.35
97 H 0.47
98 H 0.03
99 H 0.25



No. 4
The following is a DFT calculation (the ωB97M-V functional and the def2-TZVPD basis) of C23H24BrGaN9O2P as an isolated structure.

Values from the calculation:
E_HOMO (eV): -13.63
Molar mass (g mol⁻¹): 639.1
Max |F| (eV Å⁻¹): 0.66
HOMO-LUMO gap (eV): 8.3624
Charge: +2

CARTESIAN COORDINATES (ANGSTROEM)
Ga -0.14 0.08 -0.36
C 0.93 1.73 4.79
N 0.47 0.88 3.70
C -0.14 -0.33 3.85
C -0.40 -0.80 2.59
N 0.05 0.12 1.69
C 0.58 1.13 2.38
P 1.35 2.62 1.68
C 2.31 1.77 0.37
N 1.83 0.96 -0.58
C 2.86 0.72 -1.45
C 3.97 1.38 -1.01
N 3.61 2.04 0.13
C 4.50 2.84 0.96
C -0.03 3.03 0.56
N -0.62 2.16 -0.25
C -1.55 2.86 -0.96
C -1.51 4.17 -0.57
N -0.55 4.26 0.39
C -0.18 5.47 1.11
H 0.67 1.27 5.73
H 2.01 1.86 4.75
H 0.45 2.71 4.74
H -0.36 -0.77 4.81
H -0.87 -1.72 2.29
H 2.76 0.12 -2.33
H 4.96 1.44 -1.42
H 5.52 2.69 0.62
H 4.26 3.90 0.88
H 4.43 2.53 2.00
H -2.19 2.39 -1.69
H -2.09 5.02 -0.90
H -0.81 6.29 0.77
H -0.32 5.34 2.18
H 0.86 5.73 0.91
O -1.76 0.16 -1.50
N -2.54 -0.87 -1.52
N -2.20 -1.78 -0.72
O -1.14 -1.67 0.05
C -2.99 -2.98 -0.61
C -2.64 -3.92 0.34
C -3.41 -5.07 0.47
C -4.51 -5.26 -0.35
C -4.85 -4.31 -1.30
C -4.09 -3.16 -1.44
H -1.78 -3.77 0.98
H -3.15 -5.80 1.22
H -5.10 -6.16 -0.25
H -5.71 -4.45 -1.93
H -4.35 -2.41 -2.17
Br 1.94 -2.45 0.12
C 1.52 -2.20 -1.70
C 2.09 -3.03 -2.65
C 1.68 -2.89 -3.97
C 0.72 -1.94 -4.28
C 0.22 -1.14 -3.28
N 0.63 -1.25 -2.00
H 2.83 -3.77 -2.36
H 2.10 -3.53 -4.73
H 0.37 -1.82 -5.30
H -0.52 -0.38 -3.48

Just the Mulliken charges please, in e? Sure, here they are:
1 Ga 0.00
2 C -0.80
3 N 0.16
4 C -0.61
5 C -0.31
6 N 0.31
7 C 0.17
8 P -0.31
9 C 0.10
10 N 0.19
11 C -0.54
12 C -0.58
13 N 0.17
14 C -0.80
15 C 0.23
16 N 0.21
17 C -0.64
18 C -0.45
19 N 0.14
20 C -0.80
21 H 0.32
22 H 0.33
23 H 0.33
24 H 0.45
25 H 0.41
26 H 0.53
27 H 0.47
28 H 0.33
29 H 0.32
30 H 0.35
31 H 0.59
32 H 0.43
33 H 0.33
34 H 0.33
35 H 0.32
36 O -0.20
37 N -0.79
38 N 1.12
39 O -0.36
40 C 0.66
41 C -0.26
42 C -0.78
43 C -0.51
44 C -0.64
45 C -0.37
46 H 0.36
47 H 0.40
48 H 0.41
49 H 0.40
50 H 0.46
51 Br -0.01
52 C 0.38
53 C -0.72
54 C -0.29
55 C -0.92
56 C -0.25
57 N 0.25
58 H 0.50
59 H 0.45
60 H 0.47
61 H 0.56